{
  "formula": "C4H8N2O2S",
  "method": "ωB97M-V/def2-TZVPD",
  "symbols": ["C", "C", "C", "C", "N", "N", "O", "O", "S", "H", "H", "H", "H", "H", "H", "H", "H"],
  "positions_angstrom": [[-1.454959, 0.696488, 0.169910], [-0.428163, 1.680386, -0.422585], [1.882395, 0.051292, -0.573837], [-1.598248, -1.643068, 0.400805], [-1.483679, -0.509452, -0.392943], [3.074928, -0.379373, -0.048168], [3.623336, -1.361153, -0.534309], [3.561657, 0.239002, 0.909446], [1.316975, 1.483969, 0.147285], [-1.339367, 0.606370, 1.253310], [-2.448430, 1.083892, -0.140105], [-0.533029, 1.695581, -1.509524], [-0.674309, 2.699551, -0.023726], [1.349710, -0.602138, -1.336779], [-1.630861, -2.603810, -0.105994], [-0.716176, -1.649500, 1.058338], [-2.501783, -1.488044, 1.148883]],
  "atomic_forces_ev_per_a": [[-0.1, 2.2, 1.3], [0.0, 0.7, 0.4], [-2.0, -0.3, -1.1], [-1.2, 0.4, 2.6], [0.8, -3.2, -3.7], [1.4, -0.4, 0.8], [-0.2, -0.4, -0.5], [-0.3, 0.3, -0.2], [-0.8, -0.2, -0.3], [-0.2, 0.7, 0.4], [0.1, 0.6, 0.7], [0.3, 0.0, 0.1], [0.3, -0.8, -0.4], [0.9, 1.1, 1.2], [-0.3, 0.2, -0.3], [0.0, -0.2, 0.3], [1.4, -0.7, -1.2]],
  "nbo_charge": [-0.294, -0.531, -0.270, -0.465, -0.272, 0.422, -0.390, -0.435, 0.457, 0.175, 0.241, 0.239, 0.239, 0.263, 0.218, 0.212, 0.191],
  "de_lowest_kcal_mol": 156.92,
  "molar_mass_g_mol": 148.19,
  "homo_lumo_gap_ev": [7.73, 7.97],
  "lumo_energy_ev": [-1.7, -0.6],
  "total_energy_ha": -815.15695,
  "multiplicity": 1
}